ORCA calculation (ωB97M-V with the def2-TZVPD basis set) on a molecular structure, C33H31ClMoN3O7S.

Each line ends with the Mulliken spin population.
Atoms and positions in Å:
Mo  1.090  -0.676  0.744  1.864
O  -0.594  -2.793  5.453  -0.001
C  -0.917  -3.689  4.507  -0.002
C  -1.703  -4.767  4.908  0.000
C  -2.083  -5.726  3.995  -0.001
C  -1.696  -5.643  2.654  0.000
C  -0.920  -4.583  2.247  0.004
C  -0.517  -3.592  3.159  0.001
C  0.291  -2.479  2.686  0.032
O  0.629  -2.439  1.383  -0.004
N  0.703  -1.538  3.488  -0.008
N  1.480  -0.627  2.756  -0.025
C  2.448  -0.041  3.359  0.068
C  3.517  0.627  2.655  -0.020
C  4.409  1.430  3.385  0.017
C  5.505  1.997  2.784  -0.013
C  5.749  1.746  1.429  0.016
C  4.905  0.938  0.696  -0.014
C  3.784  0.368  1.296  0.038
O  2.998  -0.429  0.548  -0.004
H  -0.051  -2.085  5.057  0.000
H  -1.999  -4.827  5.948  0.000
H  -2.697  -6.555  4.326  0.000
H  -1.997  -6.406  1.948  0.000
H  -0.603  -4.491  1.218  -0.002
H  2.487  -0.133  4.441  -0.001
H  4.215  1.595  4.440  0.000
H  6.181  2.618  3.355  0.000
H  6.620  2.179  0.952  0.001
H  5.093  0.718  -0.347  0.001
C  -0.419  4.565  -3.348  0.000
C  0.116  3.169  -3.152  0.001
C  -0.720  2.148  -2.701  0.004
C  -0.249  0.861  -2.499  0.012
C  1.089  0.603  -2.746  0.007
C  1.953  1.596  -3.190  -0.001
C  1.457  2.874  -3.404  0.002
S  1.757  -1.009  -2.422  0.001
C  1.069  -1.859  -3.819  0.002
O  0.932  -1.572  -1.237  0.012
H  -1.496  4.558  -3.511  0.000
H  0.057  5.053  -4.199  0.000
H  -0.223  5.183  -2.468  0.000
H  -1.762  2.359  -2.506  0.000
H  -0.916  0.084  -2.140  -0.017
H  3.001  1.375  -3.368  0.000
H  2.117  3.651  -3.777  0.000
H  -0.007  -1.685  -3.840  0.000
H  1.296  -2.919  -3.708  0.000
H  1.556  -1.459  -4.709  0.000
C  1.514  3.965  0.234  -0.003
C  1.315  2.522  0.300  0.095
N  1.162  1.394  0.360  -0.060
H  1.944  4.232  -0.729  0.003
H  2.186  4.267  1.037  0.004
H  0.555  4.465  0.362  0.000
C  -4.466  1.886  -2.328  0.000
C  -3.764  0.550  -2.266  0.000
C  -3.579  -0.208  -3.414  0.001
C  -2.985  -1.460  -3.351  -0.001
Cl  -2.722  -2.363  -4.815  0.000
C  -2.598  -1.992  -2.138  0.000
C  -2.764  -1.241  -0.979  -0.013
C  -3.314  0.031  -1.047  0.005
O  -3.437  0.881  0.021  0.001
C  -3.060  0.468  1.326  -0.004
C  -1.556  0.526  1.547  0.005
O  -1.059  1.230  2.393  0.001
O  -0.894  -0.291  0.732  -0.008
H  -4.382  2.319  -3.325  0.000
H  -4.071  2.589  -1.596  0.000
H  -5.530  1.768  -2.106  0.000
H  -3.907  0.181  -4.371  0.000
H  -2.157  -2.979  -2.089  0.000
H  -2.423  -1.653  -0.042  0.003
H  -3.430  -0.535  1.549  0.000
H  -3.512  1.176  2.010  0.000

## Properties
orbital gap (alpha / beta): 6.76 / 6.80 eV
energy relative to the best compared isomer or geometry (same formula, charge and spin): 35.2 kJ/mol
LUMO energy (alpha / beta): -3.8 / -3.8 eV
net charge: +1
largest force on an atom: 0.0307 hartree/bohr
2S+1: 3
calculated total energy: -2893.52504 Ha

=====

ORCA calculation (ωB97M-V with the def2-TZVPD basis set) on a molecular structure, C35H41ClN2O3PSSi2Tc.

Each line ends with the Mulliken spin population.
Atoms and positions in Å:
Tc  0.413  -0.135  -0.612  1.415
C  -5.414  2.984  -2.574  0.000
Si  -4.913  1.385  -1.682  -0.001
C  -6.253  1.016  -0.395  0.000
C  -4.976  0.009  -2.967  0.000
C  -3.319  1.734  -0.734  -0.006
C  -3.351  2.753  0.212  0.015
C  -2.247  3.014  1.020  -0.006
C  -1.115  2.258  0.860  0.032
N  -1.023  1.288  -0.063  -0.063
C  -2.113  1.006  -0.834  0.028
S  -1.821  -0.312  -1.889  0.003
H  -6.403  2.876  -3.024  0.000
H  -4.710  3.237  -3.370  0.000
H  -5.453  3.831  -1.885  0.000
H  -7.229  0.910  -0.874  0.000
H  -6.328  1.820  0.342  0.000
H  -6.039  0.092  0.146  0.000
H  -5.983  -0.047  -3.392  0.000
H  -4.735  -0.959  -2.530  0.000
H  -4.273  0.183  -3.782  0.000
H  -4.251  3.347  0.329  0.002
H  -2.277  3.784  1.778  0.000
H  -0.241  2.399  1.481  0.001
Cl  4.629  -4.064  -1.194  0.004
C  3.095  -3.465  -1.758  -0.140
C  2.453  -4.124  -2.830  0.513
C  1.194  -3.583  -3.196  -0.098
C  0.690  -2.491  -2.558  0.262
N  1.346  -1.825  -1.531  0.169
C  2.557  -2.379  -1.146  0.154
H  2.873  -4.996  -3.305  0.050
H  0.622  -4.045  -3.991  -0.004
H  -0.275  -2.102  -2.843  0.017
H  3.054  -1.902  -0.314  0.107
C  -1.996  0.567  5.083  0.000
C  -0.722  0.832  4.599  0.001
C  -0.261  0.184  3.462  -0.029
C  -1.047  -0.749  2.781  0.006
C  -2.318  -1.008  3.293  -0.005
C  -2.793  -0.361  4.427  0.000
Si  -0.435  -1.585  1.174  -0.005
C  0.831  -2.895  1.742  -0.007
C  0.628  -4.249  1.480  0.005
C  1.577  -5.204  1.823  -0.004
C  2.754  -4.820  2.448  0.008
C  2.976  -3.476  2.717  -0.003
C  2.029  -2.528  2.360  0.005
H  -2.363  1.078  5.965  0.000
H  -0.089  1.549  5.110  -0.001
H  0.737  0.400  3.094  0.022
H  -2.953  -1.730  2.790  0.000
H  -3.788  -0.582  4.798  0.000
H  -1.630  -2.437  0.837  -0.001
H  -0.285  -4.563  0.985  0.001
H  1.400  -6.249  1.592  0.000
H  3.497  -5.561  2.718  0.000
H  3.898  -3.166  3.194  -0.001
H  2.234  -1.479  2.548  0.000
C  -0.942  2.505  -3.807  0.004
O  0.256  1.737  -3.827  -0.006
P  1.101  1.407  -2.479  -0.024
O  2.521  1.102  -3.179  0.007
C  2.859  -0.124  -3.827  -0.019
O  1.376  2.940  -2.051  0.005
C  1.999  3.305  -0.822  0.001
H  -1.148  2.788  -4.838  0.000
H  -0.816  3.404  -3.200  0.001
H  -1.779  1.922  -3.418  -0.003
H  3.739  -0.548  -3.343  -0.001
H  3.089  0.095  -4.871  0.002
H  2.056  -0.859  -3.786  0.006
H  1.981  4.393  -0.780  -0.002
H  3.029  2.950  -0.786  0.007
H  1.458  2.897  0.030  -0.007
C  1.905  0.339  0.447  0.012
C  2.985  0.777  1.169  -0.019
C  2.846  1.701  2.257  0.252
C  3.932  2.100  2.998  -0.135
C  5.217  1.637  2.709  0.273
C  5.388  0.774  1.620  -0.125
C  4.322  0.356  0.863  0.227
H  1.858  2.080  2.493  0.053
H  3.783  2.796  3.816  -0.008
H  6.061  1.932  3.318  0.029
H  6.384  0.433  1.361  -0.007
H  4.475  -0.304  0.018  0.033

## Properties
orbital gap (alpha / beta): 4.42 / 6.70 eV
LUMO energy (alpha / beta): 2.4 / 1.8 eV
net charge: -1
largest force on an atom: 0.0477 hartree/bohr
2S+1: 4
calculated total energy: -3553.14412 Ha

=====

ORCA calculation (ωB97M-V with the def2-TZVPD basis set) on a molecular structure, F6H14O7P.

Each line ends with the Mulliken charge.
Atoms and positions in Å:
P  0.073  -0.152  0.557  1.672
F  0.993  1.175  0.835  -0.492
F  -0.901  0.708  -0.459  -0.090
F  1.156  -0.496  -0.644  -0.570
F  -0.866  -1.433  0.237  -0.338
F  1.005  -1.130  1.470  -0.256
F  -0.888  0.317  1.832  -0.477
O  -1.245  2.454  1.465  -0.801
H  -1.338  1.517  1.641  0.510
H  -0.317  2.568  1.258  0.332
O  0.346  1.523  -1.880  -0.885
H  -0.007  1.095  -1.100  0.348
H  1.135  1.025  -2.092  0.290
O  2.919  0.135  0.533  -0.738
H  2.057  -0.067  0.898  0.452
H  2.955  -0.357  -0.287  0.282
O  -2.689  -0.175  -0.658  -0.776
H  -2.796  -0.584  0.201  0.278
H  -2.002  0.479  -0.529  0.496
O  -0.096  -1.104  3.310  -0.815
H  0.274  -1.114  2.427  0.295
H  0.298  -0.337  3.726  0.261
O  -1.038  0.266  -3.093  -0.773
H  -1.012  1.086  -3.586  0.271
H  -0.485  0.428  -2.328  0.560
O  1.146  -2.745  -1.072  -0.678
H  0.350  -3.229  -1.291  0.295
H  0.973  -1.851  -1.369  0.346

## Properties
orbital gap: 10.09 eV
energy relative to the best compared isomer or geometry (same formula, charge and spin): 1088.8 kJ/mol
LUMO energy: 3.2 eV
net charge: -1
largest force on an atom: 0.1309 hartree/bohr
2S+1: 1
calculated total energy: -1475.55783 Ha

=====

The highest 2S+1 belongs to which entry? C35H41ClN2O3PSSi2Tc